Record 1
{"formula": "C5H7NO", "method": "ωB97M-V with the def2-TZVPD basis set", "elements": ["N", "C", "O", "C", "C", "C", "C", "H", "H", "H", "H", "H", "H", "H"], "xyz": [[2.6787, 0.0816, -0.3933], [1.5261, 0.0194, 0.1090], [0.8506, -1.1563, 0.4264], [-0.1355, -0.6656, -0.5258], [-1.4826, -0.4768, 0.1346], [-0.9393, 0.8483, 0.7438], [0.2972, 0.8007, -0.2083], [3.0344, -0.8787, -0.4159], [0.1147, -1.0877, -1.5008], [-1.7802, -1.2712, 0.8228], [-2.2683, -0.3122, -0.6080], [-0.7161, 0.7979, 1.8119], [-1.5831, 1.7110, 0.5535], [0.4034, 1.5897, -0.9499]], "molar_mass_g_mol": 97.1, "relative_energy_ev": 2.598, "total_energy_ha": -324.62897, "largest_force_ev_per_a": 0.60}

---

Record 2
{"formula": "C5H7NO", "method": "ωB97M-V with the def2-TZVPD basis set", "elements": ["O", "C", "N", "C", "C", "C", "C", "H", "H", "H", "H", "H", "H", "H"], "xyz": [[2.0048, 0.7104, 2.6912], [0.9438, 1.0359, 2.2275], [0.2537, -0.8169, 0.8837], [0.7844, -0.2963, -0.1402], [0.1670, -0.1040, -1.5041], [-1.2580, -0.4238, -1.5525], [-2.4251, -0.7163, -1.5809], [-0.0372, 0.8272, 2.6933], [-0.7282, -1.0542, 0.7299], [1.8221, 0.0491, -0.0525], [0.8589, 1.6188, 1.2833], [0.3514, 0.9176, -1.8604], [0.7212, -0.7689, -2.1776], [-3.4587, -0.9785, -1.6408]], "smiles": "[H]/N=C\\CC#C.C=O", "molar_mass_g_mol": 97.1, "relative_energy_ev": 3.720, "total_energy_ha": -324.58777, "largest_force_ev_per_a": 0.55}

---

Record 3
{"formula": "C5H7NO", "method": "ωB97M-V with the def2-TZVPD basis set", "elements": ["O", "C", "C", "C", "N", "C", "C", "H", "H", "H", "H", "H", "H", "H"], "xyz": [[1.6078, -0.2437, -0.3247], [0.2947, 0.1523, -0.0794], [-0.7644, -0.8306, -0.5800], [-0.3260, -2.2106, -0.3452], [0.0938, -3.2727, -0.1607], [0.0418, 1.6082, -0.2490], [0.0137, 0.9945, 1.1325], [1.7800, -1.0488, 0.1864], [-1.7216, -0.6683, -0.0726], [-0.9265, -0.7053, -1.6561], [0.9057, 2.2105, -0.5130], [-0.8951, 1.9204, -0.7031], [-0.9461, 0.8914, 1.6325], [0.8542, 1.2110, 1.7843]], "smiles": "N#CCC1(O)CC1", "molar_mass_g_mol": 97.1, "relative_energy_ev": 1.404, "total_energy_ha": -324.67286, "largest_force_ev_per_a": 1.12}

---

Record 4
{"formula": "C5H7NO", "method": "ωB97M-V with the def2-TZVPD basis set", "elements": ["C", "C", "C", "O", "C", "N", "C", "H", "H", "H", "H", "H", "H", "H"], "xyz": [[-1.4351, -0.4399, 0.3651], [-0.6826, 0.4841, -0.5329], [0.4886, 1.3034, -0.0592], [1.2847, 0.6230, 0.9147], [1.5725, -0.6688, 0.6242], [0.8672, -1.4758, -0.0429], [-0.3828, -1.0023, -0.5788], [-1.1975, -0.4221, 1.4258], [-2.4971, -0.5611, 0.1521], [-1.2443, 0.9573, -1.3381], [0.2371, 2.2580, 0.4095], [1.1068, 1.5027, -0.9443], [2.5333, -0.9609, 1.0519], [-0.6507, -1.5975, -1.4473]], "smiles": "C1=N[C@H]2C[C@H]2CO1", "molar_mass_g_mol": 97.1, "relative_energy_ev": 1.609, "total_energy_ha": -324.66534, "largest_force_ev_per_a": 0.50}

---

Record 5
{"formula": "C5H7NO", "method": "ωB97M-V with the def2-TZVPD basis set", "elements": ["O", "C", "C", "C", "C", "C", "N", "H", "H", "H", "H", "H", "H", "H"], "xyz": [[0.4229, 1.0498, 1.4189], [1.0374, 1.3109, 0.3856], [0.5303, 0.9553, -0.9389], [-0.0909, -0.4149, -1.0930], [-0.2121, -1.2793, 0.1377], [-0.9968, -0.3595, 1.0314], [-0.8921, 0.7588, -0.9721], [1.9916, 1.8471, 0.4795], [1.0792, 1.3787, -1.7828], [0.0832, -0.8857, -2.0686], [0.7450, -1.5738, 0.5813], [-0.7860, -2.2019, -0.0388], [-0.8738, -0.4644, 2.1058], [-2.0052, -0.1163, 0.7301]], "molar_mass_g_mol": 97.1, "relative_energy_ev": 5.531, "total_energy_ha": -324.52120, "largest_force_ev_per_a": 0.37}

---

Record 6
{"formula": "C5H7NO", "method": "ωB97M-V with the def2-TZVPD basis set", "elements": ["C", "C", "C", "N", "C", "O", "C", "H", "H", "H", "H", "H", "H", "H"], "xyz": [[-1.7480, -0.7887, 0.0619], [-0.7956, 0.1628, -0.6380], [-0.2244, 1.4160, 0.0120], [-0.3039, 1.5214, 1.3643], [0.6248, 0.3049, -0.1866], [0.4836, 0.6003, 1.7928], [1.9533, -0.2336, -0.5295], [-1.4940, -0.9005, 1.1187], [-2.7728, -0.4123, -0.0083], [-1.7140, -1.7744, -0.4145], [-0.9257, 0.1966, -1.7238], [2.6847, -0.0452, 0.2585], [2.2844, 0.3005, -1.4299], [1.9128, -1.3011, -0.7630]], "smiles": "CC1=C(N=O)[C@@H]1C", "molar_mass_g_mol": 97.1, "relative_energy_ev": 7.373, "total_energy_ha": -324.45352, "largest_force_ev_per_a": 0.27}

---

Record 7
{"formula": "C5H7NO", "method": "ωB97M-V with the def2-TZVPD basis set", "elements": ["C", "C", "C", "C", "C", "N", "O", "H", "H", "H", "H", "H", "H", "H"], "xyz": [[-1.2190, 0.3712, -0.9624], [-1.3203, -0.1832, 0.2926], [0.7800, 0.0536, -1.1245], [0.9565, -0.4660, 0.3124], [1.6089, 0.3091, 1.2010], [-1.7779, -0.7662, 1.2547], [1.3629, 1.1080, -1.4520], [-2.7568, -0.6386, 1.4965], [0.7656, -0.8027, -1.8306], [-1.2882, 1.4508, -1.0344], [-1.7042, -0.1802, -1.7598], [0.7972, -1.5180, 0.5207], [1.7933, 0.0021, 2.2189], [2.0020, 1.2599, 0.8669]], "molar_mass_g_mol": 97.1, "relative_energy_ev": 4.808, "total_energy_ha": -324.54778, "largest_force_ev_per_a": 3.37}

---

Record 8
{"formula": "C5H7NO", "method": "ωB97M-V with the def2-TZVPD basis set", "elements": ["C", "N", "C", "C", "C", "C", "O", "H", "H", "H", "H", "H", "H", "H"], "xyz": [[0.4598, -1.0340, -1.4379], [-0.3293, -1.8436, -0.4957], [-0.1684, -0.4405, -0.2336], [0.6386, 0.4562, 0.8032], [-0.2940, 1.5359, 0.2974], [-1.1786, 0.6486, -0.1883], [0.2187, 0.2963, 2.1471], [1.5490, -1.1216, -1.4469], [0.0171, -0.9124, -2.4253], [0.2621, -2.3761, 0.1306], [1.7306, 0.5269, 0.7336], [-0.1926, 2.6053, 0.3510], [-0.4676, 1.0367, 2.1306], [-2.2454, 0.6224, -0.3659]], "molar_mass_g_mol": 97.1, "relative_energy_ev": 4.046, "total_energy_ha": -324.57578, "largest_force_ev_per_a": 2.40}